93
Properties=species:S:1:pos:R:3:forces:R:3 method="wB97M-V/def2-TZVPD" max_force_ha_per_bohr=0.05835 relative_energy_kcal_mol=17.00 homo_lumo_gap_ha="0.167 / 0.167" total_charge=-2
Rh 0.57544 -0.46782 -0.19883 1.2 -0.8 2.6
O -1.24296 -1.74524 -5.20967 0.1 0.0 0.1
C -1.93607 -0.60423 -5.07639 0.2 0.1 0.2
C -2.90950 -0.30964 -6.02879 -0.1 0.1 -0.2
C -3.62871 0.87267 -5.96641 0.2 -0.2 0.0
C -3.39432 1.77368 -4.93637 -0.2 0.2 -0.1
C -2.44524 1.48060 -3.97431 0.1 -0.2 0.0
C -1.70624 0.29997 -4.01417 -0.4 -0.2 -0.6
C -0.76627 0.01551 -2.90026 0.2 0.8 1.7
O -0.83004 0.70245 -1.86410 -0.6 0.1 -1.5
N 0.09100 -0.99317 -3.11902 0.1 -0.5 -0.9
N 0.91928 -1.32552 -2.11385 0.9 -0.8 -0.5
C 1.84534 -2.17543 -2.45751 -1.2 1.0 -0.3
C 2.80885 -2.78278 -1.58418 0.8 -0.4 1.1
C 3.90214 -3.47705 -2.14496 -0.5 0.4 -0.3
C 4.83038 -4.07938 -1.33101 0.1 -0.1 0.4
C 4.64793 -4.01715 0.04891 0.1 0.0 -0.3
C 3.54712 -3.31535 0.51920 0.2 -0.1 0.2
N 2.66264 -2.70972 -0.24652 -0.2 0.0 -0.6
H -0.55624 -1.72941 -4.46513 -0.1 0.0 0.0
H -3.08057 -1.02659 -6.82208 0.0 0.0 0.0
H -4.36181 1.08692 -6.73550 -0.1 0.0 0.0
H -3.95651 2.69838 -4.88432 0.0 0.0 0.0
H -2.25067 2.16573 -3.15943 0.0 -0.1 0.1
H 1.89137 -2.43713 -3.51328 0.0 -0.1 0.0
H 4.00120 -3.49469 -3.22415 0.0 -0.1 0.0
H 5.69135 -4.58761 -1.75112 -0.1 0.0 0.0
H 5.34494 -4.48981 0.72775 0.0 0.0 0.1
H 3.38239 -3.23483 1.59172 0.0 0.0 0.0
N -0.64096 -1.83572 0.16927 -0.6 0.7 -0.2
C -1.69601 -2.58649 0.04967 0.3 -0.3 0.1
C -2.82328 -2.22916 -0.76761 -0.1 0.2 -0.1
C -3.92257 -3.04475 -0.87870 0.1 0.0 0.1
C -4.00357 -4.26482 -0.20095 -0.3 -0.2 0.0
C -2.92959 -4.63957 0.60677 -0.1 0.0 0.0
C -1.81591 -3.84204 0.74365 0.0 -0.1 0.0
H -2.78531 -1.28172 -1.29287 0.0 0.0 0.0
H -4.74841 -2.72674 -1.50927 0.0 0.0 0.0
H -4.87775 -4.89791 -0.30615 0.0 0.0 0.0
H -2.97736 -5.58172 1.14703 0.0 0.0 0.0
H -0.99116 -4.14980 1.37684 0.0 0.0 0.0
C 4.56025 0.35406 0.75025 -0.1 0.1 -0.1
C 4.10859 1.68583 0.22539 0.1 -0.1 0.1
C 4.92786 2.79286 0.26712 -0.1 0.1 0.0
C 4.51940 4.03128 -0.22701 0.2 0.3 0.0
C 3.23864 4.13283 -0.77312 0.0 -0.2 0.0
C 2.37560 3.06102 -0.83787 -0.1 0.2 -0.1
C 1.00667 3.19989 -1.43389 0.1 0.0 0.1
C 2.77652 1.76751 -0.33430 0.3 -0.1 0.2
N 2.00292 0.72212 -0.35577 -0.5 0.4 -0.7
H 5.51620 0.43373 1.27448 0.0 0.0 0.0
H 4.66891 -0.36403 -0.06964 0.0 -0.1 0.0
H 3.80843 -0.07019 1.42336 0.0 -0.1 0.0
H 5.91984 2.69556 0.70398 0.0 -0.1 0.0
H 5.18128 4.89006 -0.20097 0.0 0.0 0.0
H 2.90423 5.09264 -1.16157 0.0 0.0 0.0
H 0.77007 4.25009 -1.62049 0.0 0.0 0.0
H 0.24943 2.77202 -0.77399 0.0 0.0 -0.1
H 0.93347 2.64775 -2.37534 -0.1 -0.1 0.0
C -4.82389 0.80800 0.55248 -0.1 0.0 0.1
C -4.43193 -0.08360 1.53707 -0.1 0.0 0.0
C -3.10397 -0.15194 1.93095 0.1 0.1 0.0
C -2.15219 0.68411 1.35314 0.0 -0.1 0.0
C -2.55968 1.59196 0.37405 0.1 -0.1 0.1
C -3.88318 1.65039 -0.02418 0.0 0.0 -0.1
P -0.35353 0.47824 1.65948 -0.3 0.2 -0.5
C -0.39812 -0.38022 3.26887 0.1 -0.2 0.3
C -0.94463 0.21378 4.40996 0.1 -0.1 -0.3
C -1.06046 -0.50889 5.58375 -0.1 0.0 0.2
C -0.62952 -1.82908 5.64069 0.1 0.0 -0.2
C -0.05347 -2.41323 4.51794 -0.1 -0.1 0.4
C 0.06624 -1.69126 3.34272 0.0 0.2 -0.3
C 0.16448 2.15577 2.18373 0.2 0.0 0.0
C 1.54092 2.32259 2.35111 -0.1 -0.2 0.0
C 2.07203 3.54776 2.70576 0.0 0.2 0.2
C 1.22773 4.62950 2.92181 0.0 -0.1 0.0
C -0.14280 4.47078 2.77681 0.0 0.2 0.0
C -0.67546 3.24558 2.40519 0.0 -0.2 0.0
H -5.85502 0.83110 0.22002 0.0 0.0 0.0
H -5.15292 -0.75833 1.98197 0.0 0.0 0.0
H -2.80774 -0.87690 2.67741 0.0 -0.1 0.0
H -1.82575 2.23249 -0.09434 0.0 0.0 -0.1
H -4.17541 2.32878 -0.81652 0.0 0.0 0.0
H -1.29443 1.23798 4.35741 0.0 0.0 0.0
H -1.51064 -0.05119 6.45774 0.0 0.0 0.0
H -0.75040 -2.40164 6.55225 0.0 0.0 0.0
H 0.28105 -3.44243 4.56198 0.0 0.0 0.0
H 0.47898 -2.13209 2.44156 0.0 0.0 0.0
H 2.18922 1.47428 2.16712 0.0 0.1 0.0
H 3.14453 3.66357 2.79483 0.0 0.0 -0.1
H 1.63859 5.59490 3.19008 0.0 0.0 0.0
H -0.80479 5.31231 2.94751 0.0 0.0 0.0
H -1.74653 3.13900 2.28514 0.0 0.0 0.0

=====

94
Properties=species:S:1:pos:R:3:forces:R:3 method="wB97M-V/def2-TZVPD" multiplicity=2 max_force_ha_per_bohr=0.08096 s2=0.778 relative_energy_kcal_mol=41.26 homo_lumo_gap_ha="0.161 / 0.270"
Ti -0.43069 -1.00060 -0.79211 0.4 1.7 -1.1
O -1.87157 -1.61883 -1.86388 -0.3 -1.7 0.4
C -2.48406 -2.76677 -1.50299 -0.1 0.7 -0.6
C -3.89129 -2.79430 -1.65631 0.2 -0.6 0.6
C -4.64642 -3.88014 -1.18960 -0.2 1.3 -1.2
C -3.96663 -5.00477 -0.76187 -0.9 -0.1 0.7
C -2.63560 -4.94027 -0.51215 1.0 -0.7 -0.6
C -1.81416 -3.89267 -0.95437 0.5 0.6 1.2
C -0.36931 -3.96935 -0.66590 1.8 2.5 -0.6
N 0.45405 -2.88944 -0.83856 -3.4 -2.5 0.0
N 1.80021 -2.96875 -0.86642 1.4 1.2 -0.1
C 2.30656 -1.71815 -0.94977 -0.4 -1.3 0.7
O 1.55976 -0.65607 -0.84447 0.4 -0.9 -0.5
C 3.79718 -1.54036 -1.04587 -0.4 -0.9 0.5
C 4.66525 -2.64908 -0.86894 -1.2 -0.6 -0.7
C 6.03176 -2.53445 -0.90173 1.0 1.4 0.2
C 6.59451 -1.23477 -0.93005 -1.3 -0.2 -0.4
C 5.70486 -0.14083 -1.15446 2.1 -1.1 1.0
C 4.34437 -0.27316 -1.20439 -0.6 0.0 -0.5
H -4.30262 -1.90976 -2.12225 -0.3 0.0 0.2
H -5.75029 -3.83018 -1.16615 0.7 -0.1 -0.4
H -4.47864 -5.92219 -0.53606 -0.3 -0.1 0.3
H -2.23527 -5.80336 -0.00599 0.6 -0.1 -0.1
H 0.03880 -4.93717 -0.32465 0.0 0.5 -0.4
H 4.25359 -3.66795 -0.80213 -0.1 0.7 0.0
H 6.67845 -3.41489 -0.89222 -0.3 0.3 0.3
H 7.67261 -1.12695 -0.76786 -0.5 0.3 -0.4
H 6.11477 0.83939 -1.15848 0.4 0.7 -0.2
H 3.75116 0.62349 -1.42338 0.0 -0.6 0.3
C 2.97536 3.73545 -4.19358 1.2 -0.1 0.0
C 2.17919 4.37152 -3.05132 0.0 -1.6 -0.3
C 2.81133 4.79295 -1.88374 -1.0 0.0 -0.1
C 2.04813 5.17994 -0.78314 0.1 0.3 0.2
C 0.65643 5.18861 -0.88230 -0.1 0.5 0.7
C 0.01462 4.68691 -2.00963 -0.5 -0.1 -0.2
C 0.78477 4.23682 -3.07080 0.3 0.1 -0.1
H 2.72828 4.15974 -5.17155 -0.3 -0.2 0.1
H 2.93540 2.62160 -4.24527 -0.7 0.8 0.1
H 4.07593 3.88332 -4.10047 -0.7 0.3 0.2
H 3.87474 4.78375 -1.86811 0.7 0.1 0.2
H 2.52775 5.49287 0.16652 -0.3 -0.1 -0.8
H 0.09133 5.64039 -0.05288 0.1 -0.5 -0.4
H -1.09037 4.60849 -2.09623 0.9 0.2 0.3
H 0.31910 3.72795 -3.91355 0.0 0.3 0.0
N -1.06640 -0.75385 0.83435 0.2 -0.4 1.2
P -0.73985 -0.60523 2.38912 -1.4 0.6 -2.7
C -0.16571 -2.02053 3.31670 0.2 0.3 0.2
C 1.15795 -2.00173 3.74634 -0.7 -1.1 1.4
C 1.49173 -2.87522 4.79320 0.4 -0.5 -0.4
C 0.60519 -3.79378 5.31983 -2.1 0.8 -1.6
C -0.72970 -3.86004 4.79942 1.1 0.1 -0.7
C -1.09741 -2.97908 3.77621 0.2 -0.2 0.4
C 0.45022 0.75213 2.52995 0.8 1.1 1.6
C 1.10108 1.42445 1.46035 -0.9 -0.4 0.6
C 2.05366 2.39252 1.76159 1.4 0.2 -0.7
C 2.27034 2.93291 3.01680 -0.8 -1.3 1.4
C 1.69717 2.23756 4.10336 -0.9 0.1 -0.4
C 0.81546 1.15786 3.84732 1.0 0.3 0.2
C -2.35910 -0.22107 3.12937 0.8 0.2 2.5
C -2.43757 -0.09256 4.56484 1.1 0.1 -2.1
C -3.61674 0.23897 5.11845 -1.7 -0.1 0.5
C -4.80888 0.43687 4.41334 0.9 -0.4 -0.8
C -4.71966 0.26202 3.05299 -0.9 0.8 -1.7
C -3.50624 -0.05654 2.39661 -0.3 -0.1 0.5
H 1.89882 -1.31542 3.38919 0.1 0.3 -0.3
H 2.50368 -2.95126 5.15459 0.3 0.4 0.0
H 0.91127 -4.48337 6.05413 0.3 -0.6 0.8
H -1.41595 -4.65620 5.08905 0.2 0.3 0.2
H -2.10180 -3.02423 3.32362 0.5 0.1 0.4
H 0.82921 1.28151 0.40886 0.4 -0.4 0.5
H 2.86077 2.59698 1.03989 -1.1 0.6 -0.4
H 2.87199 3.82025 3.18772 0.3 -0.3 -0.2
H 1.87788 2.53284 5.15163 -0.1 -0.1 -0.7
H 0.52128 0.60472 4.75404 -0.2 0.2 -0.7
H -1.54496 -0.17470 5.18039 -0.2 -0.2 -0.1
H -3.74728 0.25873 6.15287 0.3 0.3 1.8
H -5.72981 0.68464 4.92971 0.1 0.0 -0.2
H -5.58371 0.51506 2.39259 0.6 -0.6 0.7
H -3.44612 -0.22446 1.33624 -0.2 0.2 -0.3
N -3.93375 2.17757 -5.59005 -0.6 0.7 -0.6
C -2.67787 1.69205 -5.55468 0.8 -1.5 -1.2
O -2.05900 1.46098 -6.61135 -0.8 0.7 0.9
C -2.10531 1.30336 -4.26965 0.2 0.5 0.3
C -0.88609 0.60484 -4.36372 0.7 0.6 2.2
C -0.16074 0.42039 -3.18503 -1.2 0.5 -0.9
N -0.62638 0.76531 -1.91691 0.3 -0.9 -0.8
C -1.79188 1.46245 -1.87101 -1.0 0.4 -0.9
C -2.56800 1.76748 -3.00098 1.0 -0.9 0.7
H -4.31367 2.24839 -6.51738 -0.1 0.1 -0.1
H -4.59054 2.13814 -4.84207 0.0 -0.1 0.4
H -0.46804 0.36986 -5.33226 -0.1 -0.1 0.1
H 0.82610 0.03296 -3.23036 0.7 -0.5 0.1
H -2.04388 1.73595 -0.85421 -0.5 0.2 -0.1
H -3.52510 2.29157 -2.91598 0.5 0.0 0.2

=====

100
Properties=species:S:1:pos:R:3:forces:R:3 method="wB97M-V/def2-TZVPD" max_force_ha_per_bohr=0.02265 relative_energy_kcal_mol=10.26 homo_lumo_gap_ha=0.218
Tl -0.19196 -1.81560 0.83073 0.3 0.0 0.1
N 3.85231 -3.56383 2.53162 0.1 0.0 0.0
C 2.56065 -3.13164 2.56899 0.0 0.3 0.1
S 2.29878 -1.43966 2.41681 -0.1 0.1 -0.2
N 1.68537 -4.09246 2.77235 0.2 -0.6 0.0
N 0.39881 -3.80229 2.56234 -0.4 0.3 0.1
C -0.49143 -4.60188 3.04819 0.3 0.0 0.0
C -0.15525 -5.77948 3.89771 0.1 0.0 0.0
C -0.68481 -5.89016 5.18058 0.0 0.0 -0.1
C -0.33663 -6.95528 5.99858 0.0 0.0 0.0
C 0.54207 -7.92412 5.53885 0.0 0.0 0.0
C 1.06662 -7.82689 4.25690 0.0 0.0 0.0
C 0.72414 -6.75965 3.44240 -0.1 -0.1 0.0
C -1.90683 -4.31553 2.73944 -0.2 0.0 -0.1
C -2.89943 -5.27830 2.95260 0.1 0.0 0.0
C -4.21356 -4.97898 2.64813 0.0 0.0 0.0
C -4.52242 -3.72779 2.13466 0.0 0.0 0.0
C -3.48176 -2.83772 1.93822 0.0 0.0 0.0
N -2.21569 -3.11487 2.23017 0.0 0.0 0.1
H 4.57307 -2.88145 2.67990 0.0 0.0 0.0
H 4.02181 -4.51422 2.81831 0.0 0.0 0.0
H -1.36770 -5.12896 5.54030 0.0 0.0 0.0
H -0.74849 -7.02439 6.99741 0.0 0.0 0.0
H 0.82204 -8.74987 6.18051 0.0 0.0 0.0
H 1.74992 -8.58349 3.89246 0.0 0.0 0.0
H 1.12813 -6.67767 2.44351 0.1 0.0 0.0
H -2.62847 -6.24948 3.34043 0.0 0.0 0.0
H -4.99067 -5.71502 2.80906 0.0 0.0 0.0
H -5.53921 -3.45153 1.89300 0.0 0.0 0.0
H -3.66523 -1.84694 1.53313 0.0 0.0 0.0
C -0.83480 -0.44776 3.97777 0.0 0.0 0.1
O -0.76985 0.23554 2.72690 0.0 0.1 -0.1
C -0.22922 1.47843 2.71051 0.0 0.0 0.2
C 0.05665 2.21234 3.85085 0.0 0.0 0.0
C 0.58244 3.49210 3.72677 0.0 0.1 0.0
Br 0.99818 4.46415 5.30057 0.0 0.0 0.0
C 0.79707 4.07220 2.50086 0.0 0.0 0.0
C 0.51095 3.33755 1.34614 0.0 0.0 0.2
C 0.03671 2.03523 1.45254 0.1 0.1 -0.1
O -0.18790 1.24637 0.35206 0.0 -0.1 -0.1
C 0.72897 3.98218 0.04570 0.0 0.0 -0.2
N 1.56574 4.95933 -0.16524 0.1 0.0 0.0
C 1.42613 5.28327 -1.50324 -0.2 -0.1 0.0
C 2.07596 6.25009 -2.26849 0.0 0.0 0.0
C 1.73656 6.35245 -3.60428 0.0 0.1 0.0
C 0.76011 5.52725 -4.18112 0.0 0.0 0.0
C 0.09766 4.56895 -3.43619 0.0 -0.1 0.0
C 0.45557 4.46022 -2.09779 0.1 0.1 0.1
N 0.03985 3.61741 -1.09178 0.0 -0.1 0.0
H 0.16375 -0.56469 4.40228 0.0 0.0 0.0
H -1.24680 -1.42743 3.75255 0.0 0.0 0.0
H -1.49147 0.07703 4.67558 0.0 0.0 0.0
H -0.10243 1.79477 4.83238 0.0 0.0 0.0
H 1.18207 5.07616 2.40207 0.0 0.0 0.0
H 0.49456 1.43022 -0.31021 0.0 0.0 0.1
H 2.82169 6.89593 -1.82442 0.0 0.0 0.0
H 2.22907 7.08947 -4.22510 0.0 0.0 0.0
H 0.51558 5.65080 -5.22823 0.0 0.0 0.0
H -0.67080 3.93903 -3.86933 0.0 0.0 0.0
H -0.79303 3.04594 -1.11552 0.1 0.0 0.0
S -2.19208 -1.76989 -1.68985 0.1 0.0 -0.3
C -1.22408 -1.02405 -2.81331 -0.7 0.2 0.2
N -1.69644 -0.05716 -3.63169 0.2 -0.3 0.0
C -0.87588 0.42002 -4.72044 0.1 0.0 -0.2
C 0.50373 0.70218 -4.21510 -0.1 0.1 0.1
N 1.05590 -0.49708 -3.61153 -0.5 -0.1 0.5
C 2.52792 -0.54362 -3.64103 -0.1 -0.4 0.2
C 3.19877 0.45888 -2.72949 -0.3 0.2 0.0
C 3.25139 1.79710 -3.12206 0.1 0.0 -0.1
C 3.83388 2.75371 -2.31007 -0.1 0.1 -0.1
C 4.37719 2.38537 -1.09136 0.1 0.0 0.1
C 4.33434 1.05956 -0.69222 -0.1 -0.1 -0.1
C 3.74061 0.09677 -1.50211 0.0 0.0 0.0
C 0.25023 -1.35214 -2.89669 1.1 -0.3 -0.2
S 0.81819 -2.70488 -2.10685 0.1 0.6 -0.5
C -3.07699 0.40206 -3.61280 -0.1 0.1 0.2
C -3.14863 1.78067 -3.00014 -0.1 0.1 -0.1
C -3.02074 1.92961 -1.61881 0.0 0.0 0.0
C -3.06429 3.19092 -1.04366 -0.1 0.0 0.0
C -3.22492 4.31858 -1.84182 -0.1 0.0 -0.1
C -3.35131 4.17696 -3.21493 -0.1 0.0 0.0
C -3.31217 2.91241 -3.79101 0.0 -0.1 0.1
H -1.31749 1.32978 -5.12461 0.0 0.0 0.0
H -0.82786 -0.33351 -5.51477 -0.1 0.0 -0.1
H 0.48304 1.52524 -3.49131 0.0 0.1 -0.1
H 1.14320 0.99999 -5.04660 0.0 0.0 0.0
H 2.82512 -0.32791 -4.67003 -0.1 -0.1 0.0
H 2.81929 -1.55622 -3.38828 0.1 -0.1 0.0
H 2.84804 2.09825 -4.08351 0.1 0.0 0.0
H 3.86416 3.78468 -2.63273 0.0 0.1 0.0
H 4.84124 3.13172 -0.45874 0.0 0.0 0.0
H 4.75032 0.76712 0.25608 0.1 -0.1 0.2
H 3.69970 -0.93418 -1.17262 0.0 0.0 0.0
H -3.65383 -0.30723 -3.02461 0.0 0.0 -0.1
H -3.46243 0.40899 -4.63499 0.1 0.0 0.0
H -2.90092 1.04876 -0.99883 0.0 0.0 0.0
H -2.97631 3.29609 0.03089 0.0 0.0 0.0
H -3.26138 5.30310 -1.39398 0.0 0.0 0.0
H -3.48674 5.04912 -3.84161 0.0 0.0 0.0
H -3.42482 2.80487 -4.86467 0.0 0.0 0.0